Record 1
A structure of composition C28H51AsF5O2S at a distorted geometry, computed with ωB97M-V with the def2-TZVPD basis set.

```
88
Properties=species:S:1:pos:R:3:mulliken_charge:R:1
H -5.800 -1.413 -2.128 0.42
H -4.519 0.828 0.400 -0.41
H 6.263 4.227 1.021 0.34
H -5.007 4.291 -0.141 0.37
H -1.132 -0.942 -3.701 0.50
F -0.868 -7.179 -0.982 -0.28
H -3.595 0.643 -1.707 -0.24
C -3.127 -1.120 -2.924 -1.17
H -5.690 3.345 -1.444 0.32
C -6.155 0.317 -0.912 -0.98
H 3.693 3.935 -0.575 0.26
H -7.107 -0.148 -0.650 0.36
H 0.412 -3.629 1.869 0.74
H 5.121 4.843 -1.132 0.43
C -2.632 0.998 2.712 -0.12
H 3.936 -0.180 0.531 -0.02
S 1.742 1.659 -0.129 -0.41
H 2.797 1.164 2.455 0.12
H 3.804 1.642 -3.175 0.22
C -0.653 -5.879 -0.668 0.63
C 4.781 4.003 -0.532 -0.50
F 0.672 -5.645 -0.766 -0.25
H -4.166 2.857 -0.660 0.12
H 4.989 0.599 -2.338 0.31
C 0.355 -0.952 -1.173 -2.09
H 0.587 0.349 2.190 0.20
H -0.862 1.955 0.313 0.72
H 4.955 1.300 3.939 0.37
H -2.142 -3.752 0.256 0.11
H 2.367 -2.145 0.484 0.31
C -1.988 0.967 1.717 -0.64
H -1.740 -1.578 -0.827 -0.31
F -2.338 -6.289 0.885 -0.34
H -3.380 -1.295 -3.969 0.48
C -5.600 0.940 0.381 0.32
H 3.615 2.891 1.490 -0.27
H -4.771 -1.280 -0.682 0.14
C -0.993 -1.548 -1.615 0.51
H 4.230 -1.393 1.736 0.51
H -3.426 0.892 3.412 0.47
C -5.219 -0.728 -1.511 -0.66
C -5.930 2.429 0.517 -0.85
H 4.751 5.164 1.223 0.35
H 5.501 1.365 0.968 0.12
H -5.695 2.760 1.526 0.46
C -0.223 -3.207 1.092 -0.29
C 5.180 4.214 0.909 -0.89
H -3.311 -2.067 -2.414 0.41
H -1.855 0.634 -0.296 -0.97
F -1.292 -5.123 -1.587 -0.24
C 4.859 1.460 -2.985 -1.02
C 5.431 2.699 -2.374 0.72
H -4.588 0.459 -3.137 0.47
C -1.165 -5.570 0.761 0.79
C -0.637 -1.784 1.498 -1.87
H -6.018 0.431 1.247 0.42
H -7.001 2.565 0.362 0.35
C -5.157 3.275 -0.501 -0.96
C 4.613 3.127 1.851 -0.01
H 1.142 -1.687 -1.339 0.32
H 1.948 -1.817 2.152 0.38
H 5.358 1.284 -3.930 0.37
C 4.903 0.859 2.941 -1.36
H 2.520 1.193 -1.111 -0.14
C -1.195 0.940 0.518 0.26
C 3.507 0.360 2.605 -0.07
H 3.147 -0.211 3.466 0.40
H -6.401 1.095 -1.634 0.40
H 6.490 2.124 2.202 0.41
H 0.349 -3.256 0.169 0.14
H 4.510 3.530 2.860 0.45
H -0.584 -1.706 2.582 0.79
C 3.511 -0.618 1.433 -0.41
H -1.992 -4.060 1.964 0.50
O 5.314 2.768 -1.038 -0.12
H 5.599 0.016 2.957 0.42
F -0.278 -6.081 1.657 -0.31
O 5.955 3.554 -3.033 -0.60
H -0.819 -2.540 -2.028 0.45
C -1.637 -0.737 -2.761 -1.25
H -1.579 0.316 -2.500 0.57
As 0.495 -0.263 0.740 0.59
H 0.599 -0.124 -1.831 1.06
C 2.185 -1.340 1.198 -1.19
C 5.465 1.874 1.927 -0.27
C -4.101 -0.093 -2.331 0.13
H -1.692 -1.660 1.255 0.59
C -1.455 -4.110 1.019 -1.06
```

Computed properties:
LUMO: 2.8077 eV
net charge: -1
strongest force on any atom: 2.4 eV/A
E_HOMO: -4.360 eV



Record 2
A structure of composition C45H38IN4P2Pt at a distorted geometry, computed with ωB97M-V with the def2-TZVPD basis set.

```
91
Properties=species:S:1:pos:R:3:mulliken_charge:R:1
H -3.760 2.912 1.550 0.52
C -1.089 -3.575 -0.684 0.76
C 4.323 -2.124 -5.336 -0.62
C 3.388 1.949 -0.949 -0.28
H -0.228 3.499 -3.368 0.58
C -1.713 -4.609 -1.355 -0.74
H -4.480 2.963 5.980 0.44
H -3.685 1.300 -2.151 0.60
P -1.291 1.816 2.466 1.00
N -0.549 -2.535 -1.355 0.47
H -2.130 -5.441 -0.805 0.46
C -3.092 2.465 4.430 -0.42
C 1.248 0.354 2.425 -0.42
H -3.165 4.889 6.786 0.43
C -2.807 4.306 5.948 -0.50
C -1.888 2.813 3.808 0.68
H -0.165 -1.652 -3.178 0.50
C -1.202 -3.522 -3.422 -0.96
H -0.659 -0.335 3.210 0.50
C 4.282 -0.538 -3.528 -0.28
C -1.194 -4.320 3.013 -0.76
H 4.614 -0.750 -0.180 0.54
H -0.207 4.178 3.787 0.35
C -3.774 1.853 1.318 -0.64
H 1.743 0.911 -3.558 0.30
H -2.258 -5.390 -3.278 0.47
C -1.582 -4.333 1.680 -0.78
C 2.939 3.738 -2.566 -0.98
H -2.678 3.336 -3.221 0.48
H -2.159 -0.376 -1.175 0.52
C -1.773 -4.585 -2.740 -0.89
C -1.142 3.906 4.261 -0.42
Pt 0.480 -1.201 -0.209 0.98
H 3.981 1.586 -0.122 0.37
H 3.559 -2.125 0.108 0.41
H -3.670 1.617 4.087 0.44
H -1.205 -3.479 -4.503 0.54
C -2.675 1.047 1.642 0.92
C -0.877 -3.564 0.777 0.48
N 0.131 -2.760 1.167 0.16
H 4.682 0.353 -3.057 0.47
H 3.201 4.716 -2.948 0.55
I -0.165 3.237 0.924 0.10
H -1.730 -4.915 3.741 0.50
H 2.900 -3.725 -5.233 0.46
H -5.802 -0.518 0.012 0.45
N 1.544 -0.294 1.231 2.66
H 1.948 -2.969 -3.078 0.49
H 1.647 3.285 -4.167 0.86
C -1.611 4.651 5.328 -0.81
C 2.741 -2.403 -3.550 -0.36
C 3.285 -2.835 -4.752 -0.88
C 2.418 0.689 3.051 -0.89
H 0.139 0.968 4.078 0.74
C 1.661 1.619 -2.718 0.99
C 3.578 -1.037 -0.006 -1.60
H 2.489 1.180 4.011 0.62
C -4.890 1.290 0.723 -0.96
C 2.927 -0.352 1.153 0.51
C -2.698 -0.315 1.352 0.10
H -2.418 -4.938 1.356 0.45
C 3.495 0.252 2.232 -1.47
H -3.862 -1.937 0.571 0.51
C 3.237 -1.254 -2.933 0.58
C -4.919 -0.075 0.455 -0.78
C -0.605 -2.513 -2.695 -0.22
H 4.553 0.324 2.437 0.62
H 0.272 -3.575 4.409 0.53
H 5.644 -0.439 -5.177 0.45
C -0.083 0.588 3.081 -1.58
C -3.545 3.219 5.501 -0.78
C 2.523 1.099 -1.619 0.15
N -0.419 0.583 -1.745 0.53
H 1.399 -2.174 2.688 0.51
H -5.744 1.911 0.486 0.47
H -1.863 -0.949 1.613 -0.21
C 2.067 2.952 -3.225 -0.98
C -2.615 1.441 -2.204 -1.04
C -0.676 2.638 -2.895 -0.77
H 4.747 -2.461 -6.274 0.43
C 0.109 1.611 -2.389 -0.21
C 3.545 3.258 -1.372 -0.76
C -2.056 2.552 -2.808 -1.21
C 0.541 -2.784 2.442 -0.02
C 4.825 -0.982 -4.723 -0.83
H 4.226 3.906 -0.831 0.55
C -0.094 -3.566 3.391 -1.01
H -1.050 5.511 5.670 0.43
C -3.826 -0.873 0.767 -0.44
P 2.494 -0.671 -1.394 0.58
C -1.759 0.496 -1.672 -0.69
```

Computed properties:
LUMO (spin up / spin down): -9.6755 / -9.6837 eV
net charge: +3
energy above the lowest of the compared OMol25 structures with the same formula, charge and spin: 13.20 kJ/mol
strongest force on any atom: 1.7 eV/A
E_HOMO (spin up / spin down): -15.069 / -15.069 eV



Record 3
An isolated molecule of CClNO2 at a distorted geometry, computed with ωB97M-V with the def2-TZVPD basis set.

```
5
Properties=species:S:1:pos:R:3:nbo_charge:R:1
O -1.254 0.121 -0.488 -0.24
C 0.971 0.143 0.011 0.51
N 1.977 -0.003 -0.496 -0.33
Cl -2.852 -0.098 0.133 0.30
O -0.151 0.407 0.472 -0.24
```

Computed properties:
LUMO: -2.2721 eV
energy above the lowest of the compared OMol25 structures with the same formula, charge and spin: 326.89 kJ/mol
strongest force on any atom: 4.6 eV/A
E_HOMO: -11.265 eV
structure (SMILES): N#COOCl



Record 4
A cluster of 7 separate species, C27H63NO24S6 in total, computed with ωB97M-V with the def2-TZVPD basis set.

```
121
Properties=species:S:1:pos:R:3:mulliken_charge:R:1
C 7.039 -1.546 0.497 0.31
H 10.952 -3.779 -6.178 0.26
C 3.873 -3.756 1.065 -0.79
H 8.930 -5.292 -6.314 0.27
O -7.501 4.944 3.623 -0.25
C 3.820 -0.834 -4.608 -0.83
C 1.199 3.356 4.523 -1.07
O -1.968 -4.762 0.771 -0.28
H 2.873 -3.884 0.655 0.07
H 1.167 -2.034 3.349 0.29
H -4.235 -0.677 -0.849 0.36
H -8.805 6.163 5.618 0.26
H -5.292 -0.205 1.843 0.26
H 2.649 -2.555 -4.079 0.25
H -4.953 5.567 3.077 0.39
H 0.600 0.952 -0.497 0.15
C -3.234 0.718 0.437 -0.04
H 6.591 -3.310 -3.146 0.36
C 6.834 -0.061 0.707 -0.97
C -2.855 -5.066 1.886 -0.47
H -5.222 0.733 -0.426 0.39
C -5.105 4.495 2.981 -1.02
H -1.126 3.136 -0.873 0.42
O -4.334 5.137 0.007 -0.60
N -5.074 -0.808 1.052 0.05
H 8.218 -2.841 -2.550 0.47
H -5.418 4.241 1.975 0.29
O -6.185 -2.606 0.163 -0.56
H -4.194 3.960 3.243 0.41
O 8.984 -1.378 -4.843 -0.64
H 4.476 -4.643 0.893 0.41
H -2.212 1.192 -1.407 0.54
O -5.068 4.496 -4.090 -0.58
H -2.852 6.031 -3.198 0.28
O 3.842 -1.216 0.481 -0.51
C 10.140 -3.599 -6.882 -0.98
H -1.233 2.415 0.732 0.12
H 0.363 -0.779 -0.836 -0.13
C -2.755 1.727 -0.617 -0.30
O 0.534 0.489 2.095 -0.32
O 6.804 -2.196 -5.695 -0.62
H 1.625 3.165 5.508 0.28
O -2.662 4.931 -1.511 -0.34
O 2.468 1.374 -2.636 -0.67
C 2.535 -1.474 -4.135 -0.53
O -3.308 3.215 -3.515 -0.33
S 1.495 0.328 -2.554 1.21
H -9.486 5.186 3.387 0.27
H -7.911 -1.019 1.931 0.30
O 0.320 0.398 -3.375 -0.68
H -3.381 1.182 1.419 0.35
H 3.815 -3.519 2.124 0.36
H -9.032 3.586 3.966 0.33
O 2.216 1.260 3.721 -0.31
H -8.316 -1.255 0.209 0.36
H 10.047 -2.523 -7.016 0.30
O -1.577 -2.324 0.702 -0.48
C -4.498 0.000 -0.028 -1.03
C 2.013 2.666 3.449 -0.16
H -3.633 2.176 -1.105 0.12
H 3.019 3.079 3.398 0.31
C -3.279 4.674 -0.339 0.72
C 7.370 -2.553 -3.166 -1.12
C -4.064 4.326 -3.449 0.54
C -1.827 2.805 -0.099 -0.43
H 5.995 0.315 0.122 0.19
O 4.901 -2.771 -1.133 -0.60
H 7.733 0.477 0.405 0.42
H 1.970 -0.169 -0.320 -0.02
H 0.800 -3.181 -0.577 -0.07
H -3.870 2.500 -3.857 0.33
O 5.958 -2.342 1.043 -0.38
C 8.850 -4.208 -6.373 -0.36
C -9.082 5.115 5.504 -0.99
H 1.697 -1.263 -4.802 0.35
S 0.998 0.279 3.434 1.05
H 6.975 -1.591 -2.846 0.30
S 7.930 -2.342 -4.822 1.23
O -6.711 2.633 3.878 -0.63
O 0.075 0.338 4.523 -0.64
O 8.537 -3.797 -5.021 -0.27
H 6.632 0.152 1.757 0.29
H -8.496 4.536 6.216 0.30
H 8.006 -3.969 -7.021 0.33
H 4.610 -0.998 -3.875 0.00
S -6.330 3.993 4.129 1.22
H 7.923 -1.896 1.024 0.33
H 7.160 -1.793 -0.559 -0.30
S -0.932 -3.580 0.921 1.19
H 1.559 2.776 2.463 0.14
O -5.948 4.376 5.453 -0.63
H 10.399 -4.046 -7.842 0.39
H -10.138 4.999 5.750 0.39
C -6.256 -1.504 0.667 0.52
H -4.462 -3.882 1.073 0.27
C 1.892 -1.230 3.478 -0.72
H 0.169 3.004 4.532 0.28
H 4.130 -1.270 -5.557 0.47
S 4.605 -2.400 0.218 1.27
H 2.392 -1.318 4.439 0.44
C -8.840 4.653 4.083 -0.37
C 0.051 -3.967 -0.489 -0.75
H -4.310 6.033 -2.193 0.32
H -7.510 0.255 0.761 0.31
H 0.522 -4.934 -0.337 0.42
O 2.195 -1.080 -2.788 0.00
H 2.601 -1.218 2.652 -0.02
C -7.588 -0.828 0.900 -1.15
H -4.694 -4.379 2.762 0.47
C 1.065 0.050 -0.881 0.09
H -2.266 -5.163 2.799 0.31
H -3.250 -6.049 1.641 0.29
H -2.466 -0.054 0.561 -0.09
H -3.570 -3.080 2.346 0.25
H -0.589 -3.975 -1.367 0.40
H 1.195 4.432 4.342 0.41
O -2.530 3.921 0.471 -0.29
C -3.963 -4.044 2.026 -0.94
C -3.493 5.412 -2.559 -0.40
O -0.154 -3.778 2.112 -0.73
H 3.711 0.241 -4.742 0.34
```

Computed properties:
LUMO: 0.1000 eV
strongest force on any atom: 0.8 eV/A
E_HOMO: -9.420 eV
structure (SMILES): CC(=O)NCCCCOC(=O)OCC(=O)O.CCOS(C)(=O)=O.CCOS(C)(=O)=O.CCOS(C)(=O)=O.CCOS(C)(=O)=O.CCOS(C)(=O)=O.CCOS(C)(=O)=O